w | Computed, not measured: 2 unconnected molecules or ions with the total composition C7H11NO, with ωB97M-V with the def2-TZVPD basis set.

CARTESIAN COORDINATES (ANGSTROEM)
C 2.842 1.613 -0.746
N 2.480 0.762 0.161
O 3.196 -0.083 0.775
H 2.066 1.972 -1.264
H 3.901 1.876 -0.967
H 1.473 0.493 0.503
C 0.974 -2.579 0.323
C 0.200 -1.404 -0.014
C -0.558 -0.473 -0.125
C -1.504 0.665 -0.283
C -2.931 0.308 -0.004
C -2.212 1.168 0.957
H 2.040 -2.263 0.671
H 1.109 -2.985 -0.676
H 0.553 -3.394 0.864
H -1.074 1.343 -1.042
H -3.218 -0.662 0.303
H -3.675 0.681 -0.712
H -2.252 2.230 1.027
H -2.065 0.653 2.033

The HOMO-LUMO gap (alpha / beta) is 9.594 / 9.594 eV. Its SMILES is C=[NH+][O-].CC#CC1CC1. The spin multiplicity is 1.

x | Computed, not measured: C7H11NO in the gas phase, with ωB97M-V with the def2-TZVPD basis set.

CARTESIAN COORDINATES (ANGSTROEM)
C -1.787 -1.840 0.044
C -1.257 -0.755 -0.522
C -0.764 0.483 -0.019
C -1.784 1.263 0.812
N -0.009 1.263 -0.958
C 1.215 1.233 -0.750
C 1.636 0.358 0.401
C 2.210 -0.892 -0.368
O 0.505 0.042 1.094
H -2.082 -2.690 -0.478
H -1.754 -1.725 1.199
H -1.332 -0.751 -1.676
H -1.541 1.179 1.800
H -2.850 1.031 0.658
H -1.573 2.284 0.417
H 1.999 1.858 -1.189
H 2.427 0.797 1.129
H 1.425 -0.887 -1.137
H 2.163 -1.761 0.299
H 3.153 -0.490 -0.755

The HOMO-LUMO gap is 10.223 eV. Its SMILES is C=C[C@]1(C)N=C[C@H](C)O1. The spin multiplicity is 1.

y | Computed, not measured: C7H11NO in the gas phase, with ωB97M-V with the def2-TZVPD basis set.

CARTESIAN COORDINATES (ANGSTROEM)
C -0.914 1.562 0.689
C -0.714 0.075 0.443
C -1.349 -0.215 -0.896
C -0.770 -0.925 -1.822
C 0.561 -1.345 -1.443
O 1.929 -1.030 -1.758
C 1.303 -0.325 -0.733
C 0.872 -0.340 0.651
N 1.628 0.337 1.664
H -0.152 2.058 0.123
H -0.910 1.815 1.805
H -1.912 1.900 0.348
H -1.223 -0.507 1.217
H -2.335 0.356 -1.095
H -1.386 -1.320 -2.590
H 0.607 -2.400 -0.998
H 1.087 0.747 -1.074
H 0.890 -1.459 0.976
H 1.482 -0.196 2.540
H 1.306 1.209 1.954

The HOMO-LUMO gap is 9.964 eV. Its SMILES is C[C@H]1C=C[C@H]2O[C@@H]2[C@H]1N. The spin multiplicity is 1.

z | Computed, not measured: a molecular structure, C7H11NO, with ωB97M-V with the def2-TZVPD basis set.

CARTESIAN COORDINATES (ANGSTROEM)
C -0.053 2.276 -0.881
C -0.038 -0.376 -1.007
C 1.422 -0.415 -0.838
C 1.535 0.231 0.354
C 0.108 0.426 0.755
C -0.707 -0.897 0.460
C -0.375 -2.269 1.020
H -0.675 2.649 -1.771
H 1.019 2.369 -1.131
H -0.288 3.117 -0.179
H -0.553 -0.550 -1.962
H 2.126 -0.957 -1.490
H 2.473 0.469 0.793
H -0.261 0.848 1.749
H -0.172 -2.114 2.188
H 0.600 -2.540 0.429
H -1.431 -3.000 0.945
H -2.180 0.346 0.253
N -0.492 0.964 -0.461
O -2.057 -0.578 0.774

The HOMO-LUMO gap is 9.805 eV. The spin multiplicity is 1.

Verdict on stability: x comes out on top.